Record 1
Below is C51H97InN5O9 as an isolated structure, with properties calculated with the ωB97M-V functional and the def2-TZVPD basis.

Positions of all 163 atoms, in Å:
In (0.431, -5.150, -8.788)
C (-0.532, -2.407, -0.842)
C (-0.332, -2.414, -2.286)
C (-0.410, -1.085, -3.034)
O (-0.256, -1.128, -4.287)
C (-0.418, 0.107, -2.267)
C (-0.440, 0.073, -0.878)
C (-0.684, -1.217, -0.177)
O (-0.961, -1.213, 1.077)
O (-0.362, 1.213, -0.201)
O (-0.089, -3.409, -2.985)
H (-0.606, -3.287, -0.220)
H (-0.491, 0.949, -2.940)
C (0.371, 9.568, -5.279)
C (-0.762, 9.443, -4.280)
C (-0.159, 8.721, -3.027)
C (1.045, 9.502, -2.354)
C (0.499, 10.802, -1.903)
C (-0.317, 11.621, -2.974)
N (-1.240, 10.704, -3.718)
O (-1.931, 11.407, -4.581)
C (-1.247, 12.608, -2.162)
C (0.629, 12.551, -3.852)
C (-1.905, 8.531, -4.901)
H (-0.087, 10.018, -6.161)
H (0.535, 8.594, -5.739)
H (1.303, 10.107, -5.113)
H (-0.887, 8.425, -2.272)
H (0.270, 7.784, -3.381)
H (1.748, 9.702, -3.163)
H (1.667, 8.907, -1.686)
H (1.345, 11.481, -1.793)
H (-0.083, 10.729, -0.984)
H (-0.793, 13.513, -1.757)
H (-2.053, 13.033, -2.761)
H (-1.854, 12.070, -1.434)
H (0.505, 13.617, -3.660)
H (1.689, 12.299, -3.887)
H (0.342, 12.574, -4.904)
H (-2.372, 8.907, -5.811)
H (-2.798, 8.414, -4.287)
H (-1.613, 7.482, -4.957)
H (-1.239, 11.660, -5.197)
C (7.004, -0.196, -8.034)
C (5.483, -0.347, -7.648)
C (5.274, 0.774, -6.511)
C (5.071, 2.267, -7.046)
C (3.998, 2.172, -8.218)
C (4.276, 1.220, -9.422)
N (4.627, -0.159, -8.816)
O (4.739, -1.187, -9.611)
C (2.949, 1.258, -10.174)
C (5.407, 1.611, -10.410)
C (5.348, -1.715, -6.966)
H (7.471, -0.844, -8.774)
H (7.587, -0.421, -7.141)
H (7.302, 0.743, -8.500)
H (4.583, 0.628, -5.681)
H (6.128, 0.803, -5.834)
H (6.051, 2.663, -7.312)
H (4.741, 2.845, -6.183)
H (3.911, 3.094, -8.791)
H (2.998, 2.055, -7.800)
H (2.761, 0.321, -10.697)
H (2.101, 1.200, -9.492)
H (2.724, 2.074, -10.860)
H (5.079, 2.534, -10.889)
H (6.359, 1.770, -9.903)
H (5.564, 0.885, -11.207)
H (5.956, -1.876, -6.075)
H (5.335, -2.536, -7.684)
H (4.345, -1.942, -6.606)
H (5.396, -0.963, -10.274)
C (-5.468, 4.575, 5.124)
C (-5.543, 6.056, 5.705)
C (-6.680, 5.835, 6.814)
C (-6.865, 7.008, 7.682)
C (-5.567, 7.319, 8.422)
C (-4.409, 7.530, 7.394)
N (-4.276, 6.399, 6.270)
O (-3.344, 6.769, 5.253)
C (-4.586, 8.904, 6.830)
C (-3.062, 7.417, 8.277)
C (-6.010, 6.950, 4.512)
H (-5.978, 3.697, 5.522)
H (-4.445, 4.251, 4.934)
H (-5.923, 4.550, 4.134)
H (-7.699, 5.571, 6.529)
H (-6.336, 5.128, 7.570)
H (-7.678, 6.788, 8.374)
H (-7.194, 7.938, 7.220)
H (-5.352, 6.403, 8.972)
H (-5.694, 8.084, 9.188)
H (-5.460, 9.158, 6.231)
H (-4.333, 9.730, 7.494)
H (-3.794, 9.077, 6.102)
H (-2.987, 8.354, 8.827)
H (-3.136, 6.490, 8.846)
H (-2.175, 7.372, 7.645)
H (-6.952, 6.518, 4.173)
H (-5.289, 7.292, 3.770)
H (-6.344, 7.900, 4.929)
H (-3.848, 7.376, 4.705)
C (2.536, -3.680, 7.113)
C (3.636, -4.541, 6.554)
C (3.144, -5.759, 5.749)
C (4.173, -6.524, 4.882)
C (4.661, -5.492, 3.927)
C (5.256, -4.166, 4.458)
N (4.360, -3.699, 5.587)
O (4.777, -2.451, 6.116)
C (6.732, -4.445, 4.827)
C (5.372, -3.172, 3.259)
C (4.495, -4.996, 7.725)
H (2.758, -2.830, 7.758)
H (2.019, -4.312, 7.835)
H (1.834, -3.273, 6.385)
H (2.495, -6.244, 6.478)
H (2.380, -5.552, 5.000)
H (3.573, -7.280, 4.375)
H (4.929, -6.902, 5.570)
H (3.933, -5.187, 3.176)
H (5.410, -5.995, 3.316)
H (6.766, -5.338, 5.450)
H (7.410, -4.723, 4.021)
H (7.064, -3.583, 5.406)
H (6.170, -3.482, 2.584)
H (4.513, -3.056, 2.599)
H (5.522, -2.223, 3.774)
H (3.988, -5.560, 8.508)
H (4.995, -4.152, 8.200)
H (5.438, -5.471, 7.453)
H (5.505, -2.776, 6.651)
C (-4.509, -10.384, -0.237)
C (-3.721, -11.598, 0.323)
C (-3.479, -11.145, 1.810)
C (-3.171, -12.346, 2.705)
C (-4.131, -13.572, 2.539)
C (-4.326, -14.087, 1.036)
N (-4.545, -12.891, 0.175)
O (-5.068, -13.264, -1.101)
C (-3.050, -14.829, 0.596)
C (-5.573, -14.981, 1.118)
C (-2.312, -11.692, -0.270)
H (-4.101, -9.378, -0.334)
H (-4.783, -10.699, -1.244)
H (-5.473, -10.340, 0.269)
H (-2.703, -10.414, 2.039)
H (-4.316, -10.525, 2.132)
H (-2.162, -12.713, 2.523)
H (-3.143, -11.894, 3.697)
H (-5.109, -13.389, 2.985)
H (-3.735, -14.403, 3.123)
H (-2.262, -15.052, 1.314)
H (-2.690, -14.415, -0.346)
H (-3.242, -15.880, 0.378)
H (-5.856, -15.414, 0.159)
H (-6.461, -14.357, 1.225)
H (-5.397, -15.684, 1.933)
H (-2.183, -11.781, -1.349)
H (-1.845, -10.804, 0.157)
H (-1.859, -12.550, 0.225)
H (-4.234, -13.631, -1.402)

The value obtained for the HOMO energy is -9.25 eV. The spin multiplicity is 1. The calculation puts the energy above the lowest of the compared OMol25 structures with the same formula, charge and spin at 9.756 eV. As for the net charge: +1. The value obtained for the calculated total energy is -3141.4938 a.u. For the LUMO energy, the calculation gives -6.79 eV.

Atomic partial charges in e from the Löwdin method, atoms 1 to 2: atom 1 (In): 0.993, atom 2 (C): 0.205

---

Record 2
Below is a 10-piece molecular cluster, C51H98N2O13S2 overall, with properties calculated with the ωB97M-V functional and the def2-TZVPD basis.

Positions of all 166 atoms, in Å:
C (8.455, -1.352, -0.386)
C (7.714, -0.861, -1.590)
N (6.816, 0.248, -1.274)
C (7.511, 1.509, -1.085)
C (7.068, 2.229, 0.158)
C (5.790, 0.340, -2.186)
S (5.983, 0.869, -3.664)
S (4.111, -0.184, -1.786)
C (3.424, 1.178, -0.799)
C (2.025, 1.567, -1.246)
C (0.822, 0.970, -0.508)
C (0.560, -0.455, -0.972)
C (0.986, -1.650, -0.125)
C (0.531, -1.431, 1.312)
C (0.002, -2.683, 2.014)
O (-1.320, -2.464, 2.567)
C (-1.384, -1.644, 3.600)
C (-1.999, -0.321, 3.349)
O (-0.994, -1.923, 4.636)
C (0.275, -2.754, -0.904)
O (0.373, -3.888, -0.737)
N (-0.527, -2.236, -1.946)
C (-0.813, -0.852, -1.515)
C (-1.954, -1.052, -0.530)
C (-3.065, -1.885, -1.169)
C (-3.108, -3.308, -0.674)
O (-3.163, -4.213, -1.763)
C (-1.169, 0.046, -2.698)
C (-1.980, 1.292, -2.372)
C (-3.468, 1.371, -2.743)
C (-4.016, 0.304, -3.666)
C (-4.374, 1.458, -1.516)
H (9.023, -2.223, -0.617)
H (7.727, -1.604, 0.345)
H (9.123, -0.615, -0.027)
H (8.467, -0.576, -2.298)
H (7.140, -1.663, -1.998)
H (8.545, 1.291, -0.966)
H (7.447, 2.178, -1.921)
H (7.760, 2.994, 0.402)
H (7.003, 1.515, 0.944)
H (6.121, 2.697, -0.024)
H (4.037, 2.042, -0.927)
H (3.431, 0.905, 0.230)
H (1.908, 1.411, -2.294)
H (1.974, 2.612, -1.033)
H (1.053, 1.051, 0.534)
H (0.017, 1.635, -0.722)
H (1.198, -0.554, -1.828)
H (2.018, -1.924, -0.167)
H (-0.265, -0.738, 1.278)
H (1.286, -1.004, 1.923)
H (0.632, -2.901, 2.847)
H (-0.006, -3.553, 1.405)
H (-1.209, 0.311, 3.011)
H (-2.439, 0.060, 4.228)
H (-2.689, -0.414, 2.536)
H (0.107, -2.140, -2.735)
H (-2.406, -0.138, -0.214)
H (-1.666, -1.589, 0.350)
H (-3.033, -1.873, -2.225)
H (-3.991, -1.429, -0.893)
H (-2.189, -3.505, -0.166)
H (-3.938, -3.504, -0.032)
H (-2.428, -4.806, -1.684)
H (-1.561, -0.575, -3.474)
H (-0.221, 0.382, -3.048)
H (-1.500, 2.115, -2.843)
H (-1.896, 1.490, -1.333)
H (-3.623, 2.294, -3.239)
H (-4.840, 0.734, -4.188)
H (-4.416, -0.542, -3.179)
H (-3.333, 0.022, -4.429)
H (-3.872, 1.929, -0.697)
H (-4.816, 0.526, -1.250)
H (-5.188, 2.099, -1.769)
C (-4.195, 5.686, -5.309)
C (-2.899, 5.307, -4.637)
C (-2.324, 6.298, -3.656)
O (-2.348, 4.255, -4.870)
H (-4.498, 4.893, -5.982)
H (-4.967, 5.830, -4.564)
H (-4.058, 6.606, -5.882)
H (-3.034, 6.464, -2.843)
H (-2.115, 7.244, -4.159)
H (-1.397, 5.903, -3.247)
C (4.621, -4.979, 0.170)
C (5.885, -4.505, 0.842)
C (6.087, -4.932, 2.278)
O (6.703, -3.818, 0.278)
H (4.584, -4.609, -0.849)
H (4.594, -6.069, 0.149)
H (3.746, -4.609, 0.702)
H (6.119, -6.021, 2.343)
H (5.272, -4.555, 2.899)
H (7.026, -4.528, 2.645)
C (8.254, 1.671, 3.913)
C (8.659, 0.235, 3.666)
C (8.727, -0.665, 4.867)
O (8.919, -0.172, 2.562)
H (8.246, 2.213, 2.972)
H (7.256, 1.707, 4.351)
H (8.966, 2.148, 4.589)
H (7.754, -0.729, 5.345)
H (9.458, -0.281, 5.581)
H (9.030, -1.661, 4.553)
C (0.825, -3.441, 6.256)
C (1.843, -3.264, 7.349)
C (1.507, -3.836, 8.705)
O (2.882, -2.687, 7.147)
H (1.191, -2.985, 5.344)
H (0.652, -4.504, 6.076)
H (-0.104, -2.963, 6.532)
H (1.364, -4.914, 8.628)
H (0.599, -3.375, 9.097)
H (2.326, -3.637, 9.391)
C (-4.987, 9.065, -0.448)
C (-4.924, 7.557, -0.488)
C (-5.335, 6.819, 0.764)
O (-4.562, 6.967, -1.476)
H (-4.668, 9.465, -1.407)
H (-6.010, 9.392, -0.252)
H (-4.328, 9.447, 0.332)
H (-6.372, 7.051, 1.011)
H (-4.690, 7.106, 1.595)
H (-5.243, 5.750, 0.599)
C (-2.306, -2.277, 7.993)
C (-2.585, -2.966, 9.307)
C (-4.030, -3.262, 9.634)
O (-1.693, -3.268, 10.061)
H (-1.239, -2.126, 7.892)
H (-2.658, -2.896, 7.166)
H (-2.802, -1.306, 7.967)
H (-4.458, -3.918, 8.875)
H (-4.601, -2.334, 9.676)
H (-4.087, -3.756, 10.600)
C (-7.730, 6.199, -7.699)
C (-7.880, 5.775, -6.256)
C (-9.282, 5.743, -5.694)
O (-6.923, 5.476, -5.586)
H (-6.679, 6.178, -7.974)
H (-8.279, 5.516, -8.348)
H (-8.110, 7.212, -7.833)
H (-9.896, 5.041, -6.259)
H (-9.728, 6.738, -5.743)
H (-9.246, 5.424, -4.656)
C (-8.974, -1.640, -2.459)
C (-7.754, -1.431, -1.593)
C (-7.907, -1.709, -0.114)
O (-6.707, -1.061, -2.058)
H (-8.726, -1.407, -3.491)
H (-9.301, -2.679, -2.400)
H (-9.782, -0.984, -2.132)
H (-8.190, -2.750, 0.043)
H (-8.670, -1.056, 0.312)
H (-6.962, -1.521, 0.387)
C (5.476, -4.562, -5.064)
C (6.720, -4.104, -4.335)
C (6.883, -4.566, -2.907)
O (7.540, -3.401, -4.871)
H (5.482, -4.161, -6.074)
H (5.453, -5.651, -5.116)
H (4.585, -4.202, -4.546)
H (6.921, -5.657, -2.868)
H (6.056, -4.205, -2.301)
H (7.809, -4.168, -2.501)

The value obtained for the HOMO energy is -7.76 eV. The SMILES is CCN(CC)C(=S)SCCC[C@H]1[C@@H](CCOC(C)=O)C(=O)N[C@]1(CCCO)CCC(C)C.CC(C)=O.CC(C)=O.CC(C)=O.CC(C)=O.CC(C)=O.CC(C)=O.CC(C)=O.CC(C)=O.CC(C)=O. The spin multiplicity is 1. As for the net charge: 0. The value obtained for the calculated total energy is -3885.9035 a.u. For the LUMO energy, the calculation gives 0.04 eV.

Atomic partial charges in e from the Löwdin method, atoms 1 to 2: atom 1 (C): -0.080, atom 2 (C): -0.244